Entry 1:
8
Properties=species:S:1:pos:R:3:forces:R:3:mulliken_charge:R:1 method="wB97M-V/def2-TZVPD" orbital_gap_ev=7.962
N 0.58232 1.09253 -0.10622 7.555 -2.453 1.437 -0.40
C 0.44981 -0.26710 -0.11221 -1.905 1.264 -0.633 0.57
O 1.27637 -1.06951 -0.45539 1.378 -0.224 0.237 -0.52
C -0.85182 -0.80412 0.24003 -4.811 0.554 -1.187 -0.32
S -2.35326 -0.10637 -0.28979 3.608 -1.627 1.416 -0.16
H -0.04417 1.83950 -0.15018 -1.058 0.829 0.351 0.22
H 1.75041 1.11864 0.18617 -4.541 1.299 -1.598 0.32
H -0.80967 -1.80358 0.68758 -0.227 0.358 -0.023 0.31

Entry 2:
49
Properties=species:S:1:pos:R:3:forces:R:3:mulliken_charge:R:1 method="wB97M-V/def2-TZVPD" orbital_gap_ev=8.815
O -4.89394 0.66739 2.98948 0.105 -0.193 -1.140 -0.55
C -3.94101 0.91627 2.31687 2.701 1.372 -0.123 0.47
C -2.59274 1.67325 2.70605 -0.530 -1.294 -0.415 -0.54
C -1.62068 0.60615 2.05633 0.368 -0.245 -0.084 0.13
C -0.06707 0.78803 2.20533 -0.206 0.840 -0.374 -0.65
C 0.56998 1.86651 1.22786 0.464 0.285 1.048 -0.39
C 2.04299 1.47098 0.82440 -0.212 -0.263 -0.688 -1.15
C 2.12998 0.48644 -0.38289 0.364 -1.326 -0.934 0.70
C 2.72211 -0.84735 -0.16223 -0.465 -0.127 -1.864 -0.37
C 2.87845 -1.82369 -1.25595 -1.180 2.752 -0.727 -0.62
C 2.43001 -1.42679 -2.60680 -0.174 0.796 1.433 -0.20
C 1.81942 -0.11053 -2.82687 0.512 -0.010 2.035 -0.47
C 1.67543 0.86128 -1.72241 1.061 -2.572 0.247 -0.39
C -2.28117 0.58008 0.63780 0.250 1.096 0.157 -0.61
O -3.71199 0.55534 0.96840 -0.877 -1.000 0.919 -0.31
H -2.58958 2.59710 2.05979 0.202 -0.648 0.952 0.32
H -2.43927 1.86223 3.79923 -0.329 -0.160 -1.121 0.30
H -1.79776 -0.42135 2.49707 -0.254 1.132 -0.236 0.22
H 0.42783 -0.21877 2.11769 -0.462 0.971 -0.202 0.37
H 0.13499 1.14810 3.25210 -0.276 -0.589 -1.021 0.22
H 0.66084 2.81510 1.83881 -0.197 -0.846 -0.751 0.28
H -0.08410 2.13077 0.35716 0.728 -0.494 0.571 0.34
H 2.53386 0.96431 1.69726 -0.391 0.598 -0.681 0.34
H 2.63043 2.39825 0.57850 -0.523 -0.845 0.239 0.40
H 3.08282 -1.16796 0.85063 -0.416 0.594 -1.052 0.29
H 3.33622 -2.83267 -1.09411 -0.518 1.182 -0.074 0.34
H 2.56360 -2.14943 -3.46383 -0.241 1.095 1.073 0.31
H 1.43961 0.21527 -3.82885 0.546 -0.628 0.977 0.27
H 1.23778 1.86660 -1.91223 0.372 -0.910 0.174 0.33
H -2.19411 1.54843 0.07156 0.521 -0.782 0.599 0.30
H -1.96885 -0.22750 -0.07105 -0.662 0.303 0.900 0.31
O 3.05035 -2.56336 -5.63741 0.082 -0.095 -0.384 -0.61
H 3.83561 -2.66225 -6.18688 -0.016 -0.029 0.139 0.29
H 2.38932 -2.19312 -6.23893 -0.073 0.191 0.236 0.32
O -0.54353 0.06342 5.24137 -0.095 -0.156 0.247 -0.56
H -1.34919 -0.31159 5.61671 0.035 0.050 -0.056 0.29
H 0.15434 -0.24390 5.83141 -0.021 0.057 -0.076 0.26
O -5.26039 -2.05112 1.36010 0.063 -0.050 0.013 -0.63
H -5.34632 -1.27379 1.92681 -0.058 -0.001 -0.029 0.35
H -4.61487 -1.78271 0.69763 -0.095 0.045 0.068 0.30
O 0.88524 -0.71866 -6.72002 -0.035 0.002 -0.261 -0.63
H 0.93702 0.24378 -6.74065 0.077 -0.083 0.091 0.32
H 0.47553 -0.94956 -7.56209 -0.030 -0.013 0.103 0.30
O -4.51435 2.14500 -1.52529 0.005 -0.094 -0.006 -0.66
H -5.43917 1.91111 -1.66083 0.080 0.047 0.006 0.31
H -4.20342 1.50245 -0.87524 -0.188 0.051 0.049 0.38
O 4.98645 -2.32388 2.05840 0.048 -0.161 0.140 -0.61
H 5.56127 -3.01371 1.70772 -0.048 0.098 -0.047 0.30
H 4.86202 -2.56995 2.98211 -0.011 0.058 -0.072 0.30

Short version: relative energy (zero: lowest compared OMol25 entry of this formula, charge and spin) = 1.6845 0.2766 eV, in the order given.